ORCA calculation (ωB97M-V/def2-TZVPD) on a structure of composition C4H4GaO6 at a distorted geometry.

Atoms and positions in Å:
O  3.262  -0.710  -0.362
C  2.316  0.005  0.070
O  2.546  1.167  0.510
O  1.096  -0.499  0.028
O  -0.789  -0.997  1.081
C  -1.770  -1.054  0.081
C  0.125  -0.022  0.891
Ga  4.139  0.734  0.134
H  -2.717  -1.364  0.535
H  -1.452  -1.670  -0.772
H  0.474  0.560  1.747
C  -1.890  0.474  -0.438
O  -2.501  1.334  0.143
H  -1.354  1.484  -1.949
O  -1.483  0.558  -1.697

## Properties
Lowest unoccupied orbital energy (alpha / beta) ... -0.4576 / -0.4579 Eh
⟨S²⟩ ... 0.75
Relative energy (zero: lowest compared OMol25 entry of this formula, charge and spin) ... 0.0 kcal/mol
Multiplicity ... 2
Max |F| ... 11.8 eV Å⁻¹
Net charge ... +2